Computed, not measured: 2 unconnected molecules or ions with the total composition C3H9N5, with ωB97M-V with the def2-TZVPD basis set.

Computed properties:
Charge: 0
HOMO-LUMO gap in eV: 9.131
Relative energy (zero: lowest compared OMol25 entry of this formula, charge and spin) in kJ/mol: 936.2

Cartesian coordinates (Å):
1 C -2.22930 0.65537 -0.01449
2 C 0.43176 0.32800 -0.04885
3 C 3.34200 0.27066 0.20781
4 H -3.10081 0.17180 -0.62496
5 H -1.77994 1.79165 -0.36706
6 H -2.39030 0.93122 1.10444
7 H -1.53183 -2.04349 -1.11729
8 H -2.25179 -1.83360 0.62676
9 H -0.41992 1.85838 -0.16331
10 H 0.79411 -1.77673 0.07488
11 H 4.46870 0.32610 -0.09209
12 H 2.26359 1.16698 1.00092
13 N -0.96360 -0.16658 -0.02773
14 N -1.35900 -1.59285 0.01619
15 N 0.57142 1.62248 -0.31565
16 N 1.33653 -0.82045 0.10765
17 N 2.81839 -0.88893 -0.36723

Computed, not measured: 2 unconnected molecules or ions with the total composition CH3FOS, with ωB97M-V with the def2-TZVPD basis set.

Computed properties:
Multiplicity: 3
Charge: 0
HOMO-LUMO gap (alpha / beta) in eV: 7.253 / 8.769
Relative energy (zero: lowest compared OMol25 entry of this formula, charge and spin) in kJ/mol: 133.8

Cartesian coordinates (Å):
1 C -1.10639 -0.00916 -0.32243
2 O 0.95005 -0.10695 -0.70206
3 F -1.11593 -0.77130 0.74354
4 S 1.85267 -0.52243 0.52874
5 H -1.23900 1.09911 -0.06938
6 H -1.46300 -0.36510 -1.21729
7 H 2.12159 0.67583 1.03889

Computed, not measured: a molecular structure, C16H33AlN3O3, with ωB97M-V with the def2-TZVPD basis set.

Computed properties:
Charge: -1
HOMO-LUMO gap in eV: 7.154

Cartesian coordinates (Å):
1 C -1.36389 -2.94808 1.92598
2 C -1.50382 -2.38568 3.40490
3 C -1.44104 -3.43707 4.59321
4 C -1.68642 -0.96751 3.62092
5 C -0.44755 0.02470 3.40629
6 C -0.98224 1.50825 3.11998
7 C -0.17031 2.24930 1.93595
8 C 1.33971 2.33766 2.43098
9 C -0.38486 1.55785 0.51321
10 C 0.69947 1.92104 -0.60014
11 C 1.52609 0.67373 -1.17197
12 C 2.25650 0.05676 0.10269
13 C 3.29930 -1.08580 -0.21685
14 O 3.07050 -2.22645 0.24932
15 O 2.61875 1.34306 -1.87901
16 Al 3.16771 0.29815 -3.34745
17 O 1.87908 -1.03075 -2.96400
18 C 0.83990 -0.30002 -2.23808
19 C 0.08563 0.43978 -3.46692
20 C -1.47849 0.14992 -3.52001
21 N -1.97483 0.44232 -4.93311
22 N -2.18989 1.15095 -2.64718
23 N -1.86584 -1.25078 -3.22312
24 H -0.27913 -2.95527 1.55879
25 H -2.01286 -2.29066 1.25928
26 H -1.78245 -4.00572 1.82281
27 H -1.49791 -2.92925 5.60882
28 H -0.45629 -4.01046 4.58729
29 H -2.27713 -4.20647 4.46317
30 H -2.69041 -0.52891 3.89681
31 H 0.15729 -0.41563 2.55645
32 H 0.15290 -0.01988 4.36781
33 H -2.09767 1.55498 2.90951
34 H -0.82088 2.08949 4.09515
35 H -0.58990 3.31643 1.92567
36 H 2.00442 2.99909 1.78269
37 H 1.80957 1.30988 2.60093
38 H 1.35124 2.83339 3.46554
39 H -0.43953 0.43042 0.69328
40 H -1.43954 1.84760 0.17489
41 H 1.45952 2.70006 -0.27917
42 H 0.12750 2.39886 -1.46973
43 H 2.85219 0.91518 0.56967
44 H 1.56537 -0.34309 0.90691
45 H 4.26193 -0.96533 -0.80131
46 H 2.59264 0.98974 -4.67635
47 H 4.70219 -0.10499 -3.29611
48 H 0.17345 -1.05120 -1.69258
49 H 0.52116 0.05380 -4.44809
50 H 0.31374 1.55619 -3.45964
51 H -1.19421 0.69614 -5.54757
52 H -2.39670 -0.41063 -5.33174
53 H -3.16671 1.10293 -2.99155
54 H -1.85401 2.05545 -3.01715
55 H -2.88936 -1.27752 -3.38262
56 H -1.45386 -1.85593 -3.94745

Computed, not measured: 2 unconnected molecules or ions with the total composition CH4FN2O, with ωB97M-V with the def2-TZVPD basis set.

Computed properties:
Charge: +1
HOMO-LUMO gap (alpha / beta) in eV: 6.545 / 6.532
Relative energy (zero: lowest compared OMol25 entry of this formula, charge and spin) in kJ/mol: 787.1

Cartesian coordinates (Å):
1 C -0.15326 0.23980 -0.10027
2 N 0.86617 -0.73789 0.32082
3 N 2.08125 -0.56115 0.09286
4 O 3.14834 -0.98488 0.07466
5 F 2.41268 1.90869 -0.17960
6 H -0.63469 0.51459 0.83162
7 H 0.21550 0.98019 -0.78882
8 H -0.99616 -0.21022 -0.48789
9 H 0.39505 -1.59651 0.87206

Computed, not measured: a molecular structure, C40H41AlF6N7O4, with ωB97M-V with the def2-TZVPD basis set.

Computed properties:
Charge: +1
HOMO-LUMO gap in eV: 7.243
Relative energy (zero: lowest compared OMol25 entry of this formula, charge and spin) in kJ/mol: 42.5

Cartesian coordinates (Å):
1 Al -0.27898 -0.09816 -0.12500
2 C -4.64845 5.77687 0.87381
3 C -3.45638 5.65043 1.80582
4 C -3.86030 5.65875 3.28260
5 C -2.60883 5.86162 4.13183
6 C -1.48027 4.99326 3.64989
7 C -0.34882 4.84688 4.42723
8 C 0.66793 3.97975 4.03270
9 F 1.76322 3.87972 4.79399
10 C 0.54578 3.19259 2.91729
11 C -0.61444 3.29294 2.13868
12 C -0.86490 2.32369 1.08936
13 O -0.02649 1.39299 0.90857
14 C -2.09142 2.44774 0.39775
15 C -2.88216 3.55474 0.62105
16 N -2.65670 4.43904 1.59012
17 C -1.59112 4.25975 2.45010
18 C -2.61050 1.37404 -0.52697
19 O -3.69828 1.49372 -1.04037
20 O -1.88188 0.30421 -0.64790
21 H -5.18023 6.69509 1.10851
22 H -5.33867 4.94617 0.99084
23 H -4.33657 5.84045 -0.16455
24 H -2.77688 6.49577 1.63008
25 H -4.35145 4.71510 3.52647
26 H -4.57024 6.46039 3.47705
27 H -2.80765 5.62653 5.18104
28 H -2.30644 6.91260 4.09236
29 H -0.24603 5.39881 5.34900
30 H 1.31138 2.48666 2.64264
31 H -3.74560 3.68232 -0.01265
32 C -1.54079 -2.40053 4.98263
33 N -0.87628 -2.36361 3.69429
34 C 0.37252 -3.08799 3.69292
35 C -1.33673 -1.59783 2.65644
36 N -0.54863 -1.00713 1.78210
37 C 0.80065 -0.78573 2.12931
38 C 1.10897 -0.14287 3.31029
39 C 2.43796 0.11391 3.66316
40 C 3.44977 -0.30826 2.84747
41 C 3.17751 -0.99062 1.64250
42 C 4.23025 -1.48416 0.84624
43 C 3.96882 -2.19127 -0.29161
44 C 2.64862 -2.38384 -0.70877
45 C 1.58616 -1.89218 0.01731
46 N 0.28153 -1.93706 -0.50628
47 C -0.14492 -2.95491 -1.23435
48 N 0.28102 -4.23213 -1.04919
49 C 0.36627 -5.18480 -2.13649
50 C 0.84060 -4.71278 0.18696
51 N -1.09222 -2.78426 -2.17637
52 C -1.20529 -1.59627 -2.98485
53 C -2.17736 -3.72022 -2.35594
54 C 1.82944 -1.20041 1.23868
55 N -2.68621 -1.48649 2.58131
56 C -3.57423 -2.59684 2.85129
57 C -3.34215 -0.39742 1.90350
58 H -2.03508 -3.35823 5.16643
59 H -2.26696 -1.59802 5.06476
60 H -0.78785 -2.26825 5.76142
61 H 0.18446 -4.12017 4.00486
62 H 1.09276 -2.63615 4.38125
63 H 0.82267 -3.09850 2.70777
64 H 0.30460 0.17529 3.96237
65 H 2.64624 0.64278 4.58209
66 H 4.47991 -0.12880 3.11284
67 H 5.24136 -1.28025 1.16091
68 H 4.77498 -2.58617 -0.88912
69 H 2.45806 -2.85662 -1.65946
70 H 0.16906 -4.70685 -3.09225
71 H -0.32955 -6.01566 -1.99319
72 H 1.37701 -5.59799 -2.15677
73 H 0.51022 -4.08329 1.00721
74 H 1.93423 -4.72014 0.16130
75 H 0.48564 -5.73268 0.34929
76 H -0.34832 -0.95837 -2.81658
77 H -2.11391 -1.03810 -2.75983
78 H -1.22602 -1.89638 -4.03570
79 H -2.12071 -4.51861 -1.62322
80 H -2.17249 -4.14785 -3.36079
81 H -3.11622 -3.17909 -2.21704
82 H -3.01001 -3.49384 3.08043
83 H -4.18395 -2.79006 1.96551
84 H -4.24686 -2.36624 3.68001
85 H -2.70103 0.47953 1.90281
86 H -4.26690 -0.16975 2.43621
87 H -3.60338 -0.64707 0.87339
88 F 1.82158 2.66414 -6.30648
89 C 1.59196 2.15558 -5.09468
90 C 2.40413 1.14958 -4.57758
91 F 3.43789 0.68940 -5.28559
92 C 2.13553 0.60879 -3.32690
93 F 2.89868 -0.40432 -2.88012
94 C 1.07741 1.06319 -2.52085
95 O 0.80205 0.52127 -1.36286
96 C 0.29488 2.09562 -3.06974
97 F -0.72962 2.56786 -2.33537
98 C 0.52424 2.61925 -4.33251
99 F -0.27821 3.57080 -4.81432

no.,energy (eV)
1,-10698.346
2,-16680.733
3,-34334.514
4,-8830.129
5,-83669.252